1.
{"formula": "C5H8O2", "method": "ωB97M-V/def2-TZVPD", "species": ["O", "C", "C", "C", "O", "C", "C", "H", "H", "H", "H", "H", "H", "H", "H"], "positions_angstrom": [[-0.013, -2.177, 1.357], [-0.861, -1.319, 1.471], [-0.912, -0.048, 0.663], [0.102, 0.003, -0.464], [0.175, -1.168, -1.219], [0.242, 1.261, -1.249], [1.353, 0.827, -0.324], [-1.684, -1.443, 2.205], [-0.769, 0.785, 1.367], [-1.937, 0.054, 0.280], [0.501, -1.847, -0.606], [-0.366, 2.117, -0.967], [0.401, 1.138, -2.316], [2.248, 0.422, -0.788], [1.521, 1.394, 0.589]], "relative_energy_kj_mol": 135.5, "smiles": "O=CCC1(O)CC1", "lumo_energy_ev": 0.923, "spin_multiplicity": 1, "energy_ha": -345.753342}

=====

2.
{"formula": "C5H14", "method": "ωB97M-V/def2-TZVPD", "species": ["C", "C", "C", "H", "H", "H", "H", "H", "H", "H", "H", "C", "C", "H", "H", "H", "H", "H", "H"], "positions_angstrom": [[-2.219, -0.550, 1.657], [-1.626, -0.917, 0.306], [-0.423, -1.819, 0.425], [-2.537, -1.404, 2.260], [-1.618, 0.161, 2.217], [-3.190, -0.041, 1.546], [-2.381, -1.423, -0.302], [-1.330, 0.016, -0.162], [-0.258, -2.147, 1.456], [-0.491, -2.839, 0.004], [0.430, -1.440, -0.137], [2.472, 1.008, -0.955], [1.605, 2.149, -1.422], [3.326, 0.724, -1.552], [2.935, 1.316, 0.005], [1.853, 0.189, -0.586], [0.784, 2.424, -0.765], [1.317, 1.903, -2.448], [2.114, 3.126, -1.395]], "relative_energy_kj_mol": 73.1, "smiles": "CCC.CC", "lumo_energy_ev": 1.086, "spin_multiplicity": 1, "energy_ha": -198.861310}

=====

3.
{"formula": "C35H34N11O2PS3Ti", "method": "ωB97M-V/def2-TZVPD", "species": ["Ti", "C", "S", "C", "S", "N", "N", "C", "C", "C", "C", "C", "C", "N", "H", "H", "H", "H", "H", "H", "H", "H", "C", "N", "C", "C", "N", "C", "P", "C", "N", "C", "C", "N", "C", "C", "N", "C", "C", "N", "C", "H", "H", "H", "H", "H", "H", "H", "H", "H", "H", "H", "H", "H", "H", "H", "O", "S", "O", "N", "C", "C", "C", "C", "C", "C", "C", "C", "N", "C", "C", "C", "C", "C", "C", "C", "H", "H", "H", "H", "H", "H", "H", "H", "H", "H", "H"], "positions_angstrom": [[-0.167, 0.495, 0.215], [-3.561, 2.425, 4.695], [-1.872, 1.797, 4.694], [-1.581, 1.452, 3.020], [0.031, 0.915, 2.672], [-2.522, 1.643, 2.144], [-2.141, 1.168, 0.909], [-2.977, 1.344, -0.042], [-2.726, 0.561, -1.259], [-3.614, 0.484, -2.317], [-3.399, -0.484, -3.285], [-2.329, -1.360, -3.149], [-1.462, -1.196, -2.086], [-1.641, -0.230, -1.177], [-3.668, 2.999, 5.613], [-4.280, 1.611, 4.683], [-3.717, 3.075, 3.840], [-3.884, 1.925, 0.092], [-4.466, 1.148, -2.359], [-4.079, -0.577, -4.121], [-2.165, -2.158, -3.857], [-0.599, -1.834, -1.930], [2.799, -5.583, 1.696], [2.363, -4.801, 0.543], [2.316, -5.268, -0.735], [1.802, -4.253, -1.494], [1.525, -3.175, -0.706], [1.868, -3.529, 0.518], [1.730, -2.535, 2.026], [-0.049, -2.210, 2.004], [-0.757, -1.515, 1.113], [-2.076, -1.753, 1.416], [-2.158, -2.575, 2.492], [-0.870, -2.857, 2.856], [-0.501, -3.637, 4.040], [2.410, -0.965, 1.416], [1.861, -0.025, 0.643], [2.865, 0.868, 0.330], [4.017, 0.450, 0.907], [3.716, -0.696, 1.594], [4.678, -1.490, 2.362], [3.362, -6.436, 1.330], [1.941, -5.938, 2.264], [3.444, -4.983, 2.334], [2.649, -6.258, -0.988], [1.628, -4.252, -2.556], [-2.882, -1.320, 0.852], [-3.000, -2.983, 3.021], [-1.293, -4.355, 4.238], [-0.382, -2.969, 4.891], [0.426, -4.172, 3.857], [2.686, 1.745, -0.271], [5.010, 0.863, 0.894], [5.637, -0.981, 2.320], [4.785, -2.480, 1.924], [4.351, -1.564, 3.397], [-0.525, 4.792, 0.567], [0.615, 3.927, 0.484], [1.695, 4.193, -0.422], [0.003, 2.411, -0.083], [-0.307, 2.609, -1.496], [-1.019, 3.644, -2.048], [-1.069, 3.793, -3.457], [-0.410, 2.940, -4.295], [0.292, 1.835, -3.754], [1.016, 0.884, -4.508], [1.657, -0.146, -3.875], [1.516, -0.287, -2.481], [0.827, 0.575, -1.767], [0.292, 1.672, -2.365], [1.286, 3.770, 2.079], [0.503, 4.103, 3.176], [1.087, 4.099, 4.431], [2.429, 3.775, 4.578], [3.208, 3.482, 3.467], [2.643, 3.492, 2.203], [-1.509, 4.372, -1.420], [-1.617, 4.630, -3.865], [-0.420, 3.093, -5.365], [1.067, 0.985, -5.585], [2.240, -0.872, -4.422], [1.916, -1.135, -1.940], [-0.535, 4.371, 3.047], [0.496, 4.359, 5.297], [2.877, 3.784, 5.561], [4.265, 3.286, 3.584], [3.247, 3.332, 1.325]], "lumo_energy_ev": -6.202, "charge": 2, "spin_multiplicity": 1, "energy_ha": -4491.979070}

=====

4.
{"formula": "C14H40ClIN6O3P2SSi", "method": "ωB97M-V/def2-TZVPD", "species": ["C", "N", "C", "P", "O", "N", "C", "C", "N", "C", "C", "H", "H", "H", "H", "H", "H", "H", "H", "H", "H", "H", "H", "H", "H", "H", "H", "H", "H", "C", "N", "C", "P", "O", "N", "C", "C", "N", "C", "C", "H", "H", "H", "H", "H", "H", "H", "H", "H", "H", "H", "H", "H", "H", "H", "H", "H", "H", "O", "C", "I", "C", "Si", "S", "Cl", "H", "H", "H", "H"], "positions_angstrom": [[-2.299, 1.476, -1.855], [-2.114, 0.500, -2.910], [-0.977, -0.374, -2.648], [-2.563, 0.650, -4.570], [-2.813, -0.797, -4.893], [-4.175, 1.228, -4.744], [-4.882, 1.978, -3.728], [-5.104, 0.382, -5.481], [-1.951, 2.275, -4.757], [-2.319, 2.915, -6.046], [-0.469, 2.340, -4.693], [-1.694, 2.386, -1.972], [-2.026, 1.036, -0.894], [-3.339, 1.769, -1.741], [-0.012, 0.118, -2.833], [-1.014, -1.266, -3.274], [-0.983, -0.723, -1.614], [-5.199, 1.340, -2.892], [-5.779, 2.438, -4.153], [-4.284, 2.808, -3.351], [-5.496, -0.437, -4.866], [-4.629, -0.047, -6.359], [-5.946, 0.980, -5.839], [-1.976, 2.334, -6.906], [-1.874, 3.909, -6.100], [-3.392, 3.052, -6.132], [0.006, 1.674, -5.418], [-0.103, 2.082, -3.700], [-0.130, 3.356, -4.886], [5.342, -0.932, 4.234], [5.093, 0.451, 3.881], [6.226, 1.309, 4.215], [3.566, 1.247, 3.779], [3.886, 2.274, 2.729], [2.424, 0.321, 2.884], [2.512, -1.111, 2.690], [1.840, 0.950, 1.707], [2.939, 0.590, 5.271], [1.497, 0.866, 5.496], [3.634, 1.124, 6.469], [5.101, -1.181, 5.277], [6.398, -1.165, 4.087], [4.812, -1.624, 3.586], [6.297, 1.519, 5.292], [6.152, 2.265, 3.697], [7.164, 0.854, 3.896], [3.297, -1.379, 1.970], [1.566, -1.501, 2.309], [2.678, -1.638, 3.629], [2.509, 0.907, 0.839], [1.598, 1.992, 1.900], [0.903, 0.451, 1.446], [1.278, 1.938, 5.491], [1.191, 0.454, 6.458], [0.878, 0.387, 4.744], [3.618, 2.217, 6.504], [4.672, 0.796, 6.505], [3.165, 0.744, 7.375], [-2.608, -6.433, 1.891], [-3.125, -5.793, 1.030], [-4.558, -6.757, -0.289], [-2.894, -4.331, 0.768], [-1.392, -3.976, -0.320], [-0.678, -5.646, -1.422], [0.138, -3.373, 0.939], [-3.792, -3.903, 0.333], [-2.758, -3.873, 1.745], [-1.713, -2.836, -1.180], [-1.320, -5.587, -2.600]], "smiles": "CN(C)P(=O)(N(C)C)N(C)C.CN(C)P(=O)(N(C)C)N(C)C.O=C(I)C[Si@H](S)Cl", "lumo_energy_ev": 0.318, "spin_multiplicity": 1, "energy_ha": -3239.986575}

=====

5.
{"formula": "C4H3O4Rb", "method": "ωB97M-V/def2-TZVPD", "species": ["O", "C", "O", "C", "O", "C", "C", "O", "Rb", "H", "H", "H"], "positions_angstrom": [[3.792, -0.194, 0.255], [2.653, 0.036, 0.032], [2.164, 0.575, -1.069], [0.888, 1.134, -1.083], [-2.554, -0.131, 1.341], [-2.449, -1.242, 1.046], [0.474, 2.129, -0.299], [-2.557, -2.396, 0.910], [-3.387, -5.850, 0.862], [0.343, 0.771, -1.954], [1.043, 2.482, 0.561], [-0.412, 2.687, -0.601]], "relative_energy_kj_mol": 0.0, "s_squared": 0.75, "lumo_energy_ev": [-4.330, -4.330], "charge": 1, "spin_multiplicity": 2, "energy_ha": -478.995810}

=====

6.
{"formula": "C19H17N3O3S", "method": "ωB97M-V/def2-TZVPD", "species": ["H", "N", "C", "C", "C", "N", "C", "C", "C", "C", "C", "C", "S", "C", "O", "C", "N", "C", "C", "C", "O", "C", "C", "C", "C", "O", "C", "H", "H", "H", "H", "H", "H", "H", "H", "H", "H", "H", "H", "H", "H", "H", "H"], "positions_angstrom": [[0.649, 1.852, 1.333], [0.994, 1.047, 0.820], [0.161, 0.510, 0.035], [0.452, -0.669, -0.773], [1.690, -1.370, -0.842], [1.833, -2.422, -1.591], [3.096, -2.926, -1.505], [3.578, -4.047, -2.178], [4.887, -4.427, -1.981], [5.724, -3.710, -1.126], [5.266, -2.597, -0.450], [3.951, -2.206, -0.640], [3.094, -0.861, 0.068], [-0.661, -1.032, -1.459], [-0.786, -2.055, -2.290], [-1.779, -0.086, -1.148], [-1.134, 0.882, -0.284], [-1.904, 1.780, 0.503], [-2.498, 1.258, 1.656], [-3.288, 2.039, 2.480], [-3.902, 1.611, 3.618], [-3.713, 0.275, 4.017], [-3.489, 3.378, 2.133], [-2.895, 3.899, 1.012], [-2.083, 3.123, 0.174], [-1.576, 3.802, -0.892], [-0.537, 3.262, -1.678], [2.922, -4.594, -2.837], [5.274, -5.293, -2.496], [6.746, -4.031, -0.992], [5.910, -2.041, 0.213], [0.091, -2.512, -2.317], [-2.182, 0.383, -2.054], [-2.610, -0.598, -0.645], [-2.308, 0.219, 1.878], [-2.657, 0.054, 4.200], [-4.109, -0.426, 3.274], [-4.270, 0.164, 4.946], [-4.110, 3.989, 2.768], [-3.036, 4.934, 0.743], [-0.883, 2.434, -2.303], [-0.215, 4.080, -2.322], [0.307, 2.930, -1.069]], "relative_energy_kj_mol": 89.4, "smiles": "[H]/N=C1/C(c2nc3ccccc3s2)=C(O)CN1c1cc(OC)ccc1OC", "lumo_energy_ev": 0.337, "spin_multiplicity": 1, "energy_ha": -1522.407048}

=====

7.
{"formula": "C5H11N2O", "method": "ωB97M-V/def2-TZVPD", "species": ["C", "N", "C", "C", "C", "N", "C", "O", "H", "H", "H", "H", "H", "H", "H", "H", "H", "H", "H"], "positions_angstrom": [[-0.014, 3.445, 0.345], [-0.152, 2.127, 0.338], [0.042, 1.192, 1.479], [-0.258, -0.303, 1.072], [0.345, -0.809, -0.250], [-0.437, -0.335, -1.515], [0.431, -2.350, -0.275], [0.089, -3.112, -1.099], [0.075, 3.918, -0.648], [0.132, 4.199, 1.122], [-0.476, 1.422, 2.391], [1.061, 1.227, 1.781], [0.235, -0.927, 1.860], [-1.327, -0.509, 1.212], [1.447, -0.471, -0.158], [-0.010, -0.647, -2.357], [-0.344, 0.637, -1.484], [-1.371, -0.710, -1.585], [0.719, -2.849, 0.668]], "relative_energy_kj_mol": 303.8, "smiles": "C=NCC[C@H]([NH3+])C=O", "lumo_energy_ev": -3.234, "charge": 1, "spin_multiplicity": 1, "energy_ha": -381.548241}

=====

8.
{"formula": "C28H31F4N5O4PtS", "method": "ωB97M-V/def2-TZVPD", "species": ["Pt", "C", "C", "N", "C", "C", "C", "C", "N", "C", "C", "F", "C", "F", "C", "C", "F", "C", "F", "H", "H", "H", "H", "H", "H", "H", "H", "H", "H", "H", "H", "H", "H", "H", "N", "C", "O", "C", "C", "C", "C", "N", "C", "H", "H", "H", "H", "H", "H", "O", "C", "N", "C", "O", "C", "C", "C", "C", "C", "C", "H", "H", "H", "H", "C", "S", "C", "O", "H", "H", "H", "H", "H", "H"], "positions_angstrom": [[0.165, 0.059, 0.181], [3.748, 0.758, -2.823], [2.374, 0.836, -2.104], [2.062, -0.300, -1.166], [1.976, -1.614, -1.958], [3.250, -2.457, -2.091], [3.017, -0.433, -0.035], [2.901, 0.583, 1.084], [1.503, 0.960, 1.320], [1.212, 1.661, 2.433], [-0.069, 2.307, 2.718], [-1.007, 2.403, 1.733], [-0.397, 2.776, 3.986], [-1.663, 3.241, 4.241], [0.524, 2.856, 5.056], [1.823, 2.432, 4.746], [2.797, 2.605, 5.690], [2.159, 1.906, 3.498], [3.468, 1.547, 3.349], [4.030, 1.774, -3.145], [3.686, 0.107, -3.721], [4.550, 0.360, -2.168], [1.574, 0.860, -2.831], [2.353, 1.754, -1.496], [1.644, -1.330, -2.968], [1.192, -2.252, -1.513], [4.122, -1.832, -2.389], [3.081, -3.202, -2.867], [3.523, -2.970, -1.165], [4.038, -0.321, -0.433], [2.934, -1.442, 0.390], [3.493, 1.482, 0.898], [3.341, 0.097, 1.955], [0.223, 3.231, 6.032], [-3.830, -0.046, 4.240], [-3.106, -1.189, 4.433], [-3.308, -1.896, 5.435], [-1.999, -1.491, 3.483], [-1.401, -2.753, 3.591], [-0.392, -3.081, 2.696], [0.023, -2.173, 1.739], [-0.584, -0.965, 1.683], [-1.629, -0.611, 2.500], [-4.543, 0.031, 4.975], [-4.042, 0.323, 3.310], [-1.734, -3.423, 4.378], [0.131, -4.024, 2.794], [0.808, -2.362, 1.017], [-2.024, 0.397, 2.380], [-2.382, -2.220, 0.236], [-1.992, -1.859, -0.868], [-1.156, -0.727, -1.168], [-1.017, -0.576, -2.561], [-0.376, 0.276, -3.176], [-1.829, -1.685, -3.172], [-2.014, -2.031, -4.502], [-2.745, -3.170, -4.820], [-3.282, -3.946, -3.787], [-3.069, -3.587, -2.461], [-2.344, -2.450, -2.169], [-1.522, -1.412, -5.258], [-2.902, -3.417, -5.872], [-3.834, -4.856, -4.020], [-3.479, -4.210, -1.656], [-1.887, 4.599, -0.636], [-0.517, 3.655, -1.287], [-0.578, 3.942, -3.057], [-0.914, 2.221, -1.179], [-1.822, 5.623, -1.042], [-1.745, 4.620, 0.461], [-2.852, 4.136, -0.880], [-0.607, 5.007, -3.277], [-1.449, 3.411, -3.443], [0.319, 3.476, -3.495]], "relative_energy_kj_mol": 0.0, "s_squared": 6.06, "lumo_energy_ev": [-5.195, -10.077], "charge": 2, "spin_multiplicity": 5, "energy_ha": -2576.525693}